Below is 3 unconnected molecules or ions with the total composition C56H74NO4, with properties calculated with ωB97M-V/def2-TZVPD.

Structure (XYZ):
```
135
Properties=species:S:1:pos:R:3:mulliken_charge:R:1
O -0.4221 -1.7653 7.6584 -0.678
O -6.3164 0.0596 -6.5670 -0.665
O -3.5496 1.7953 10.1567 -0.647
O -6.1842 -3.4029 -10.6535 -0.655
N 7.7044 1.2190 0.6964 0.169
C -0.0850 -1.6787 -2.8062 -0.063
C -2.4930 -1.3386 8.7054 0.199
C -4.1498 -1.6948 -6.7006 -0.840
C -4.2246 -2.9899 8.9014 -0.484
C -0.9770 2.6193 9.4388 -0.640
C -5.1538 -2.6250 -8.6830 0.371
C -3.6603 -3.2386 -2.4500 -1.233
C 5.1812 1.7373 -2.1846 -1.098
C 1.4239 2.2272 4.6937 -0.133
C 8.0631 3.5863 0.6879 -0.670
C -9.4750 -0.8444 -10.3288 -0.468
C 6.1372 -0.1119 2.1959 -0.636
C -3.1126 -2.6039 -6.8061 -0.220
C -0.6313 0.4023 8.5564 0.211
C -7.3667 -1.6871 -9.5494 0.146
C -4.5632 -0.7905 9.8149 -0.566
C -6.2318 -2.6387 -9.7140 0.608
C -9.5232 0.0357 -9.2529 -0.499
C -8.4920 0.0634 -8.3301 -0.518
C -4.8804 -0.9819 -2.5823 -0.565
C -6.3037 -0.7404 -7.4792 0.587
C 2.7718 2.8696 4.3384 -1.645
C -3.0956 -3.5328 -7.8411 -0.731
C 2.7959 2.1994 -1.3571 -0.478
C 4.4269 1.0063 3.6769 -1.240
C 1.2488 -0.9455 -2.5949 -0.836
C 3.5090 2.1598 3.1988 0.624
C -8.4001 -1.7038 -10.4772 -0.572
C 2.0069 1.5410 -2.5057 -0.894
C 4.1560 2.7846 -1.7525 -0.924
C 1.0231 0.4682 -2.0107 -0.539
C -2.4450 -3.9754 -3.0094 -0.062
C -3.5399 -1.7074 -2.4788 0.161
C -5.1787 -1.7068 -7.6323 0.196
C 5.8658 1.0772 3.1213 -0.007
C -3.3002 -0.4155 9.3754 0.217
C -2.9635 -2.6233 8.4642 -0.553
C 6.5994 1.8997 -0.0624 0.868
C -1.1223 -0.9729 8.2542 0.539
C -4.6610 0.5156 -2.8464 -1.271
C 0.3109 2.9642 9.0656 -0.499
C 0.0249 -3.2133 -2.8145 -0.854
C 5.8172 0.9912 -1.0088 -1.132
C 0.6612 0.7514 8.1897 -0.531
C 7.4338 -0.0854 1.3987 -1.144
C 8.4748 2.2990 1.4314 -0.438
C 1.1317 2.0277 8.4460 -0.483
C -4.1116 -3.5391 -8.7815 -0.667
C -7.4089 -0.7943 -8.4756 0.066
C -1.1729 -3.9160 -2.1494 -1.044
C 7.3833 3.0893 -0.6084 -0.773
C 0.4479 2.1077 3.5090 -0.515
C -2.8329 0.9777 9.6221 0.551
C -1.4505 1.3371 9.1911 0.226
C -5.0217 -2.0757 9.5820 -0.485
C 0.2014 0.6545 3.1002 -1.085
H -4.5398 -3.5267 -3.0262 0.483
H -0.7239 -1.3936 -1.9682 0.136
H 6.0189 2.0334 2.6274 0.066
H 8.1126 2.8106 -1.3707 0.421
H 6.5633 1.0301 3.9607 0.301
H 7.3047 4.0776 1.2944 0.296
H 2.9692 1.4259 -0.5985 0.041
H -6.0034 -2.3678 9.9301 0.404
H -0.3332 0.5954 2.1534 0.317
H -0.5221 -1.3139 -3.7344 0.292
H -1.6224 3.3375 9.9250 0.493
H 3.9864 0.0659 3.3421 0.376
H 1.2939 0.0199 7.7061 0.494
H 1.8050 -0.8597 -3.5270 0.432
H 8.2551 2.2783 2.4902 0.322
H -4.1073 -4.2515 -9.5946 0.481
H 2.1752 2.9571 -0.8826 0.473
H 9.5242 2.0791 1.2482 0.432
H 1.1499 0.1261 2.9892 0.201
H -5.4983 -1.4058 -3.3718 0.358
H -10.3678 0.7015 -9.1361 0.401
H 5.9480 2.2041 -2.8053 0.433
H 4.9932 0.5465 -0.4514 0.063
H 8.9003 4.2466 0.4963 0.441
H 0.0115 -3.5452 -3.8558 0.264
H -4.5885 -3.9915 8.7156 0.404
H -2.7373 -5.0258 -3.0784 0.376
H 0.6783 3.9632 9.2600 0.423
H -2.3163 -2.5904 -6.0730 0.517
H 6.7674 3.9048 -0.9694 0.352
H 4.7160 0.9780 -2.8102 0.581
H 1.4595 2.3419 -3.0046 0.352
H 2.7866 1.7444 2.4968 -0.309
H 6.4313 0.1626 -1.3702 0.479
H 7.3778 -0.8363 0.6135 0.331
H -10.2801 -0.8602 -11.0512 0.406
H -4.1731 -0.9737 -5.8943 0.634
H 3.3999 2.8237 5.2319 0.488
H 1.6192 1.2551 5.1532 0.164
H -2.2896 -4.2510 -7.9132 0.412
H -8.3554 -2.3936 -11.3083 0.476
H 5.2981 -0.2663 1.5204 0.333
H 2.1407 2.2971 8.1612 0.444
H -2.2420 -3.6557 -4.0328 -0.096
H 0.9484 2.8276 5.4700 0.345
H 0.0147 0.7756 -2.2971 0.338
H -1.3730 -3.4392 -1.1856 0.491
H -0.8422 -4.9285 -1.9138 0.354
H -8.5191 0.7466 -7.4929 0.477
H -0.3610 0.1315 3.8724 0.378
H 1.0128 0.4208 -0.9215 0.310
H -0.4881 2.6159 3.7241 0.415
H 2.6923 1.1348 -3.2470 0.455
H 4.4276 0.9682 4.7638 0.515
H 5.8731 2.3389 0.6193 -0.332
H -3.8311 0.8590 -2.2220 0.325
H -3.0475 -1.3576 -1.5700 0.335
H 8.3021 -0.3043 2.0153 0.520
H -2.9315 -1.4260 -3.3435 -0.055
H 0.8892 2.6181 2.6492 0.235
H -3.8089 -3.5642 -1.4183 0.334
H 4.0920 2.8939 2.6384 0.346
H 0.9549 -3.5395 -2.3542 0.491
H 8.3372 0.9657 -0.0613 0.516
H -2.3352 -3.3284 7.9384 0.471
H -5.3920 -1.0593 -1.6212 0.432
H 2.6159 3.9278 4.1280 0.352
H -4.3590 0.6954 -3.8777 0.262
H 4.0087 3.5110 -2.5544 0.379
H 1.8408 -1.5148 -1.8745 0.262
H -5.1777 -0.0715 10.3382 0.480
H -5.5319 1.1132 -2.5942 0.369
H 6.1870 -0.9995 2.8278 0.553
H 4.5162 3.3647 -0.8994 0.401
```

M (g/mol): 825.21
Net charge: +1
Calculated total energy (eV): -68948.180
HOMO (eV): -10.77


Below is 6 unconnected molecules or ions with the total composition C56H76Br3FNO6, with properties calculated with ωB97M-V/def2-TZVPD.

Structure (XYZ):
```
143
Properties=species:S:1:pos:R:3:mulliken_charge:R:1
Br 1.6743 -3.0828 -4.9934 -0.115
Br -0.3129 -0.0421 1.0844 0.158
Br 1.4676 -5.7337 -1.8275 -0.127
F 3.9391 -0.9987 -0.2526 -0.377
O 0.8053 -1.2447 -2.1703 -0.148
O -2.4670 -1.2487 3.4658 0.010
O 2.9455 -2.8909 -0.6655 -0.311
O 1.3284 -2.1668 2.0161 0.361
O -4.6784 -1.3273 3.6913 -0.532
O 6.0334 -3.2264 2.8500 -0.605
N 1.2246 -0.7664 0.1822 -0.681
C -0.6923 -2.2738 -0.5420 0.034
C -3.6378 -5.3776 -2.1688 -0.231
C -3.6824 -1.7801 3.2661 0.564
C 0.2183 -6.3667 2.4423 -1.536
C 5.9981 9.7987 -1.2504 -0.346
C 2.5732 -3.4089 -3.2472 0.291
C -5.9839 3.4289 -2.7928 -0.086
C 4.4451 -2.8399 1.0903 -1.020
C 4.3533 8.0742 -0.9332 0.013
C -0.3089 -4.9397 2.7313 0.380
C -4.7740 1.6844 1.3018 -0.155
C 5.1674 2.3975 0.6360 -0.307
C -3.2354 -5.8295 -3.4135 -0.501
C 0.7056 -1.7478 -0.8810 2.203
C 2.1800 -1.4316 1.2159 0.850
C -5.1754 3.9472 0.5961 -0.324
C 5.0080 3.7413 0.3269 -0.425
C -4.4637 2.7606 0.4817 -0.798
C 5.8281 2.0267 1.8008 -0.039
C -7.2069 4.0743 -2.9100 -0.536
C -5.7912 1.7953 2.2409 -0.361
C 1.3226 0.5289 4.0940 -1.447
C -5.4881 -5.6566 -4.2211 -0.387
C -7.6122 4.5748 -4.1398 -0.374
C -4.1549 -5.9769 -4.4410 -0.454
C 2.5375 -0.2999 3.5802 -0.651
C 5.0741 -2.2887 2.3648 0.220
C 5.5164 4.7136 1.1775 -0.097
C 6.3335 2.9988 2.6525 -0.635
C -3.7086 -3.0398 2.4296 -0.448
C -5.5705 3.7847 -5.1353 -0.391
C 2.7531 -0.2108 2.0470 -1.001
C -5.8954 -5.1951 -2.9752 -0.456
C 3.3143 -2.0764 0.4000 0.043
C 3.3401 9.0076 -1.1041 -0.575
C 1.5693 -3.0713 -0.9013 -0.892
C 1.4372 -3.7865 -2.2650 -0.493
C -4.9716 -5.0586 -1.9471 -0.411
C 0.2347 0.0469 -2.4190 -0.378
C 0.7689 -4.1027 3.4417 -1.370
C 6.1809 4.3426 2.3386 -0.625
C 4.9852 10.7331 -1.4163 -0.443
C 0.0886 -0.2995 4.5005 0.655
C -1.1588 0.6139 4.4100 -0.808
C -2.4952 -0.1094 4.3441 -0.774
C -6.1899 4.0597 1.5372 -0.455
C 3.6217 -4.4844 -3.5367 -1.752
C -0.3222 0.5030 -4.8946 -1.310
C -1.7426 -2.1617 -1.3123 -1.898
C 5.6821 8.4686 -1.0109 -0.377
C -5.1677 3.2799 -3.9063 -0.530
C 3.6565 10.3368 -1.3471 -0.297
C 1.7589 -3.4438 2.4905 0.257
C -6.7922 4.4333 -5.2512 -0.435
C 0.7706 0.5227 -3.7956 -0.488
C -6.4966 2.9841 2.3617 -0.497
H -5.2922 -4.7054 -0.9741 0.397
H 2.0042 -4.1894 1.7236 -0.131
H -0.8521 0.0524 -2.4989 0.486
H 5.9501 0.9772 2.0446 0.240
H 5.2315 11.7710 -1.6007 0.358
H 2.3469 0.7513 1.7248 0.910
H 1.6701 -0.0326 -4.0596 0.274
H 0.2169 -6.9251 3.3793 0.419
H 6.5795 5.1013 2.9996 0.388
H -6.7423 4.9863 1.6287 0.399
H -6.2097 -5.7648 -5.0206 0.370
H -6.0312 0.9526 2.8779 0.406
H -1.1638 1.2735 5.2798 0.446
H -7.8448 4.1873 -2.0419 0.383
H 6.8474 2.7096 3.5605 0.410
H -1.1254 -5.0566 3.4495 0.504
H 1.3745 -4.8074 4.0200 0.616
H 1.0706 1.5659 -3.6734 0.402
H -0.4397 -6.8477 1.7208 0.385
H 4.0732 -3.8470 1.2983 0.602
H -1.0575 1.2532 3.5246 0.269
H 2.3036 8.6989 -1.0479 0.347
H -2.7426 -2.3584 -0.9588 0.229
H 0.4588 -3.6359 -2.6949 0.796
H 7.0342 10.1073 -1.3080 0.362
H -1.1943 -0.0728 -4.5826 0.358
H -4.7023 -3.4719 2.4761 0.430
H 4.3898 -2.0737 3.1862 0.220
H 5.6510 -1.3843 2.1424 -0.060
H -2.1921 -6.0736 -3.5780 0.414
H 5.2238 -2.9835 0.3396 0.654
H -4.9323 3.6726 -6.0030 0.358
H -2.8850 -0.3457 5.3348 0.499
H 4.1063 7.0368 -0.7402 0.252
H 4.4881 4.0317 -0.5782 0.424
H 4.7766 1.6372 -0.0317 0.486
H -0.7388 -4.4634 1.8470 -0.395
H 2.8668 11.0650 -1.4820 0.360
H 0.0927 0.1446 -5.8347 0.324
H 1.6201 1.1104 4.9676 0.461
H -8.5673 5.0761 -4.2322 0.368
H -4.2154 2.7703 -3.8162 0.460
H 3.0562 -2.4685 -3.0080 0.400
H 2.5684 -1.3066 3.9924 0.339
H 1.1318 -3.7648 -0.1815 -0.109
H -3.4434 -2.8356 1.3895 -0.171
H 0.5049 0.8234 -1.6919 -0.062
H -0.6629 1.5227 -5.0782 0.363
H -7.1060 4.8284 -6.2091 0.360
H 5.3953 5.7622 0.9353 0.217
H 6.4728 7.7388 -0.8841 0.361
H 2.6787 -3.3122 3.0694 -0.050
H 3.8264 -0.1097 1.8998 -0.245
H -4.2225 0.7545 1.2092 0.480
H 1.0219 1.2319 3.3166 0.353
H 4.3410 -4.0240 -4.2187 0.506
H -0.8036 -2.8426 0.3747 0.218
H 4.1393 -4.8314 -2.6447 0.324
H -0.0922 -1.1541 3.8494 -0.693
H 3.1772 -5.2931 -4.1083 0.502
H 1.2562 -6.3094 2.1045 0.303
H 3.3965 0.2144 4.0237 0.639
H -4.9392 4.7850 -0.0480 0.476
H 0.2278 -0.7003 5.5078 0.556
H -7.2858 3.0730 3.0972 0.391
H -3.2196 0.5987 3.9290 0.248
H -3.8347 -6.3369 -5.4103 0.378
H 1.7520 0.0221 -0.2055 0.950
H -1.5982 -1.8955 -2.3527 0.257
H -6.9346 -4.9432 -2.8054 0.377
H 0.3503 -3.4069 4.1698 0.302
H -3.6677 2.6748 -0.2494 0.454
H 5.9935 -4.0419 2.3346 0.403
H -3.0146 -3.7904 2.8093 0.052
H -2.9102 -5.2731 -1.3713 0.502
H -5.6681 3.0412 -1.8349 0.407
```

M (g/mol): 1117.93
Net charge: +1
Calculated total energy (eV): -285915.218
HOMO (eV): -10.73


Below is a molecular structure, C56H78BN6O3PSSiW, with properties calculated with ωB97M-V/def2-TZVPD.

Structure (XYZ):
```
148
Properties=species:S:1:pos:R:3:mulliken_charge:R:1
W -1.3033 -0.4630 0.0381 -0.053
S 0.8989 0.1801 0.1506 0.801
P -1.2406 -0.5360 -2.7063 0.399
Si 2.9924 0.6924 1.0703 -3.478
O 3.5192 1.5674 -0.1542 0.599
O 3.7262 -0.7052 1.3884 1.290
O 2.8558 1.5654 2.3990 1.224
N -2.9516 0.8903 0.0743 0.259
N -1.9615 -2.4617 0.3193 0.988
N -3.3405 -2.4067 0.3610 0.849
N -4.0775 0.0984 0.2146 0.977
N -3.2096 -0.8712 2.3137 0.540
N -1.8849 -0.5256 2.2177 -0.058
C 0.2171 0.5815 5.0496 -0.167
C 1.5859 3.5857 2.2452 -1.349
C 2.3586 -0.4804 5.3185 -0.727
C -0.2397 -4.2884 0.3792 0.836
C -0.3951 3.4204 -3.1139 -0.672
C 1.4199 0.4594 5.7251 -1.067
C -4.7692 2.1680 -0.0794 -1.122
C 2.7011 2.1647 -2.3119 -1.364
C -5.2897 -3.9655 0.4291 -1.602
C -0.7313 4.8653 0.0830 -0.392
C -0.0028 -5.6296 0.0812 -0.692
C -3.6967 0.6739 -3.1685 -1.719
C -2.5281 5.5820 -1.3378 -0.992
C 4.1127 0.1091 -2.0430 -0.877
C 3.8677 1.5355 -1.5679 1.714
C -2.5186 -0.4980 4.3618 -1.395
C -4.9975 -1.1753 4.0348 -1.447
C 5.4612 -2.3049 1.8620 -2.029
C -1.6077 -3.7664 0.3490 -0.221
C -0.2091 -3.0737 -2.3998 -1.641
C 1.3323 -1.3771 -3.2725 -1.967
C -2.7691 -4.5363 0.3654 -1.333
C -0.3713 -2.4484 -4.7713 -1.911
C -1.3104 5.8338 -0.7243 -0.989
C 2.8837 2.9804 2.7379 1.973
C 0.0604 3.5391 -4.4170 -0.893
C -2.9656 -0.6297 -3.5101 2.262
C -3.6121 -0.8412 3.5952 0.668
C -0.1435 1.1570 -4.7053 -0.264
C -0.7176 2.1693 -2.6122 0.943
C -5.1771 0.8695 0.1288 0.419
C -1.3645 3.6502 0.3028 1.383
C 5.1208 2.3822 -1.7099 -1.988
C -3.8323 -3.6598 0.3734 0.261
C 2.3588 -5.2906 0.3862 -0.969
C -2.5877 3.3912 -0.3075 0.988
C -3.3771 2.1653 -0.0952 -1.295
C 5.0568 -0.8550 2.0307 1.950
C 2.9827 3.0445 4.2491 -1.704
C -2.9672 -0.7332 -5.0378 -1.651
C -0.1043 -1.9012 -3.3683 3.023
C 1.2908 -6.1269 0.0911 -0.973
C -3.1566 4.3670 -1.1328 -0.615
C 2.1269 -3.9529 0.6785 -0.866
C 0.1943 2.4038 -5.2070 -1.330
C -3.7334 -1.8225 -2.9392 -1.671
C -0.6124 1.0261 -3.3964 0.654
C 4.0928 3.6506 2.1023 -1.806
C -6.5685 0.3516 0.2583 -1.472
C 4.9758 -0.4964 3.5117 -1.536
C 2.0937 -1.2833 4.2207 -0.725
C -1.4502 -0.3459 3.4764 -1.163
C 6.0539 0.0552 1.3320 -1.385
C 0.8356 -3.4687 0.6867 1.289
C 0.8940 -1.1579 3.5411 -0.164
C -0.0605 -0.2373 3.9550 1.511
B -4.0309 -1.2029 1.0611 -0.738
H 0.6634 -2.4228 0.9052 -1.116
H -0.9263 2.9233 0.9799 0.189
H -3.8882 -1.7257 -1.8666 0.135
H 4.9163 3.4227 -1.4564 0.373
H -2.3179 0.0016 -5.5109 0.249
H -5.7235 -0.4540 3.6586 0.240
H 0.4614 -3.1152 -5.0084 0.532
H -4.0904 4.1667 -1.6392 0.432
H 2.9671 4.0869 4.5693 0.551
H -3.3355 1.5005 -3.7808 0.363
H -6.7057 -0.5753 -0.2957 0.258
H 1.5212 -0.9406 -2.2926 -0.197
H 3.3679 -5.6815 0.3878 0.529
H -0.4213 -1.7012 -5.5572 0.302
H 3.3524 -0.5702 -1.6576 -0.155
H 4.3580 0.3850 3.6770 0.040
H -3.9857 -0.5130 -5.3674 0.541
H -7.2633 1.0955 -0.1246 0.542
H -5.6780 -3.8312 1.4393 0.204
H 5.9804 -0.2872 3.8792 0.506
H 4.1360 4.6932 2.4166 0.586
H 2.8014 -2.0364 3.9023 0.750
H 4.7596 -2.9634 2.3706 0.346
H -3.5951 0.9612 -2.1292 0.149
H 1.8020 1.5571 -2.2039 -0.032
H 1.4979 3.4194 1.1670 0.000
H 0.3162 4.5109 -4.8177 0.403
H 5.9121 2.0113 -1.0588 0.366
H 0.7361 3.1167 2.7457 0.280
H 1.4652 -7.1679 -0.1442 0.427
H 5.0868 -0.2573 -1.7332 0.398
H 1.5646 4.6566 2.4450 0.769
H -5.8600 -3.3218 -0.2388 0.267
H 2.1441 2.5246 4.7056 0.148
H 4.5726 -1.3165 4.1021 0.428
H 7.0345 -0.0699 1.7904 0.618
H -1.2250 -3.4651 -2.3164 0.292
H 5.7687 1.1054 1.4300 0.059
H -5.1418 -1.5073 1.3356 -0.118
H -4.7167 -1.8722 -3.4134 0.604
H -6.8206 0.1603 1.3017 0.184
H 6.4421 -2.4573 2.3134 0.409
H 3.9111 2.5921 4.5989 0.347
H -0.5227 1.2974 5.3868 0.516
H 0.4372 -3.8873 -2.7373 0.846
H 5.4765 2.3411 -2.7400 0.460
H -5.4094 3.0282 -0.1578 0.801
H 5.0112 3.1603 2.4310 0.348
H -3.2277 -2.7712 -3.1343 0.256
H 4.0468 3.6141 1.0154 0.144
H 2.0155 -2.2202 -3.4016 0.876
H 0.1451 -2.7729 -1.4173 -0.559
H 0.2181 5.0763 0.5488 0.225
H -2.9881 6.3265 -1.9731 0.438
H 1.6226 1.0926 6.5787 0.389
H 2.9386 -3.2777 0.8909 1.036
H 2.4955 3.1612 -1.9180 0.401
H 3.2844 -0.5926 5.8674 0.476
H -1.0498 2.0809 -1.5862 -0.632
H -2.8303 -5.6095 0.3913 0.643
H -0.4941 4.2940 -2.4836 0.226
H 5.5200 -2.5767 0.8068 0.369
H 6.1413 -0.1949 0.2795 0.284
H -1.2788 -3.0486 -4.8032 0.391
H -0.0329 0.2971 -5.3473 0.290
H -2.4708 -0.4430 5.4352 0.662
H 4.0779 0.0805 -3.1324 0.543
H 0.6609 -1.8399 2.7380 0.431
H -0.8086 6.7803 -0.8752 0.419
H -4.7602 0.5372 -3.3786 0.715
H -5.2955 -2.1660 3.6928 0.242
H -5.4523 -5.0016 0.1418 0.526
H 0.5588 2.4885 -6.2221 0.450
H 1.5706 -0.6313 -4.0273 0.388
H -5.0406 -1.1631 5.1210 0.459
H 2.9342 2.2534 -3.3737 0.558
H -0.8202 -6.2868 -0.1813 0.445
H -2.7202 -1.7221 -5.4036 0.412
```

M (g/mol): 1169.06
Spin multiplicity: 3
Net charge: +2
Calculated total energy (eV): -104920.811
HOMO (spin up / spin down) (eV): -13.02 / -13.06